The following is a DFT calculation (ωB97M-V/def2-TZVPD) of a single C6H12N2S molecule in a non-equilibrium geometry.

The value obtained for the gap between HOMO and LUMO is 8.91 eV. As for the lowest unoccupied orbital energy: 0.9 eV. As for the charge: 0. The SMILES is C=CN1N(SC)C1(C)C. For the relative energy (zero: lowest compared OMol25 entry of this formula, charge and spin), the calculation gives 4.9494 eV. The calculation puts the HOMO energy at -8.1 eV.

Last column: Mulliken charge in e.
CARTESIAN COORDINATES (ANGSTROEM)
S (-2.202, 0.513, 0.064)  -0.10
N (-0.486, 0.046, 0.406)  -0.41
N (0.424, -0.499, -0.540)  -0.20
C (-3.024, -0.732, -1.016)  -0.77
C (0.508, 2.055, -0.845)  -1.63
C (1.209, -1.527, 0.024)  -0.21
C (0.626, 0.807, -0.022)  1.32
C (1.693, 1.086, 1.113)  -1.24
C (0.796, -2.296, 1.050)  -0.63
H (1.856, -1.928, -0.800)  0.32
H (-3.110, -0.237, -2.016)  0.26
H (1.438, 2.257, -1.262)  0.44
H (-0.268, 1.759, -1.645)  0.35
H (1.665, 2.168, 1.301)  0.36
H (0.104, 2.850, -0.326)  0.43
H (0.995, -3.343, 1.236)  0.31
H (1.414, 0.511, 2.044)  0.34
H (-4.085, -0.627, -0.720)  0.31
H (-2.676, -1.778, -0.856)  0.29
H (2.766, 0.603, 0.975)  0.25
H (0.356, -1.691, 1.833)  0.21

The following is a DFT calculation (ωB97M-V/def2-TZVPD) of 2 unconnected molecules or ions with the total composition C25H25BF4NO3 in a non-equilibrium geometry.

The value obtained for the gap between HOMO and LUMO is 7.55 eV. As for the lowest unoccupied orbital energy: -2.8 eV. As for the charge: +1. For the relative energy (zero: lowest compared OMol25 entry of this formula, charge and spin), the calculation gives 0.0000 eV. The calculation puts the HOMO energy at -10.3 eV.

Last column: Mulliken charge in e.
CARTESIAN COORDINATES (ANGSTROEM)
F (-1.505, 2.600, -3.441)  -0.34
F (5.225, 3.581, -3.091)  -0.31
F (-3.153, -1.834, -3.877)  -0.33
F (7.837, -0.420, -2.812)  -0.31
O (0.532, -2.933, 0.649)  -0.43
O (-2.427, 2.361, 0.703)  -0.45
O (-3.545, 0.124, 0.315)  -0.41
N (-3.029, 0.926, 2.521)  0.38
C (0.841, -1.197, -1.128)  0.79
C (-3.745, -0.395, 2.698)  -0.37
C (0.975, -1.610, 2.414)  -1.11
C (-2.338, -0.899, -3.287)  0.35
C (5.549, -0.477, -2.244)  -0.82
C (3.182, -0.611, -1.608)  -0.07
C (1.957, -0.162, -1.291)  -1.49
C (4.307, 0.174, -2.060)  0.92
C (-0.178, -3.820, 2.823)  -1.22
C (-2.827, 3.195, 1.833)  -0.39
C (5.322, 2.232, -2.820)  0.41
C (-0.606, 0.847, -2.124)  -0.23
C (-1.786, 0.929, 3.358)  -0.58
C (-2.387, 0.406, -3.768)  -0.78
C (1.038, -1.710, 0.191)  -0.20
C (6.640, 0.250, -2.687)  0.37
C (-0.481, -0.510, -1.792)  0.18
C (0.499, -2.837, 2.023)  0.49
C (-1.446, -1.359, -2.307)  -0.73
C (6.570, 1.621, -2.964)  -0.74
C (-4.048, -0.909, 1.280)  -0.28
C (-3.704, 2.277, 2.730)  -0.71
C (1.522, -0.996, 1.280)  -0.12
C (-1.520, 1.265, -3.103)  0.17
C (4.187, 1.551, -2.371)  -0.86
B (-2.983, 1.145, 1.012)  0.53
H (-3.666, 2.570, 3.778)  0.34
H (-5.107, -1.043, 1.043)  0.31
H (1.763, 0.911, -1.132)  0.55
H (-1.089, -3.334, 3.158)  0.16
H (-4.752, 2.254, 2.399)  0.38
H (3.220, 2.048, -2.290)  0.48
H (-3.346, 4.051, 1.381)  0.38
H (-1.420, -2.395, -1.981)  0.54
H (-3.042, 0.737, -4.580)  0.50
H (1.064, -2.075, -1.786)  0.55
H (-0.419, -4.791, 2.394)  0.35
H (0.376, -3.961, 3.760)  0.37
H (3.385, -1.689, -1.513)  0.24
H (-1.920, 3.520, 2.369)  0.33
H (5.584, -1.545, -2.035)  0.43
H (-2.074, 1.254, 4.368)  0.29
H (-1.397, -0.096, 3.428)  0.09
H (-1.009, 1.579, 2.935)  0.37
H (0.040, 1.598, -1.670)  0.47
H (-3.041, -1.101, 3.151)  0.16
H (2.196, -0.154, 1.234)  0.66
H (-3.533, -1.866, 1.080)  0.31
H (-4.621, -0.309, 3.352)  0.32
H (0.879, -1.143, 3.372)  0.66
H (7.454, 2.169, -3.271)  0.47

The following is a DFT calculation (ωB97M-V/def2-TZVPD) of a single C5H8O2 molecule in a non-equilibrium geometry.

The value obtained for the gap between HOMO and LUMO is 9.69 eV. As for the lowest unoccupied orbital energy: 1.0 eV. As for the charge: 0. The SMILES is C1C[C@@H]2O[C@H]2CO1. For the relative energy (zero: lowest compared OMol25 entry of this formula, charge and spin), the calculation gives 6.9660 eV. The calculation puts the HOMO energy at -8.7 eV.

Last column: Mulliken charge in e.
CARTESIAN COORDINATES (ANGSTROEM)
O (0.378, -0.824, -1.018)  -0.30
O (0.841, 1.927, 0.749)  -0.46
C (1.378, -0.086, -0.848)  -0.40
C (-1.296, -0.016, 0.629)  -0.40
C (-0.640, -1.219, -0.116)  -0.36
C (0.500, 1.203, -0.380)  -0.14
C (0.091, 0.599, 0.919)  -0.30
H (-1.831, 0.773, 0.030)  0.30
H (-0.424, -2.154, 0.557)  0.28
H (2.206, -0.401, -0.056)  0.24
H (1.700, 0.252, -1.799)  0.35
H (-1.737, -0.277, 1.706)  0.25
H (-1.610, -1.323, -0.934)  0.25
H (0.767, -0.077, 1.498)  0.32
H (-0.323, 1.624, -0.939)  0.35